Entry 1:
Formula: C33H50N2OP
Source: OMol25
Level of theory: ωB97M-V with the def2-TZVPD basis set

Calculated values
E_HOMO: -10.871 eV
Strongest force on any atom: 0.05632 hartree/bohr
Gap between HOMO and LUMO: 6.35 eV
Net charge: +1

Geometry (Å):
C: 0.92 -4.02 -4.24
C: 1.43 -2.89 -3.37
C: 2.79 -3.18 -2.76
P: 0.21 -2.35 -2.07
C: -1.17 -1.73 -3.17
C: -0.65 -0.95 -4.38
C: -2.10 -0.86 -2.35
C: -0.49 -3.96 -1.45
C: -1.45 -3.62 -0.31
C: 0.61 -4.88 -0.94
H: 1.62 -4.24 -5.05
H: 0.80 -4.94 -3.67
H: -0.05 -3.80 -4.69
H: 1.55 -1.98 -3.98
H: 3.54 -3.36 -3.53
H: 3.14 -2.36 -2.12
H: 2.76 -4.08 -2.14
H: -1.70 -2.62 -3.52
H: -1.47 -0.45 -4.91
H: 0.05 -0.17 -4.07
H: -0.15 -1.58 -5.11
H: -2.85 -0.37 -2.99
H: -2.65 -1.42 -1.59
H: -1.55 -0.07 -1.84
H: -1.03 -4.43 -2.28
H: -1.73 -4.52 0.24
H: -0.97 -2.94 0.39
H: -2.37 -3.16 -0.67
H: 0.19 -5.74 -0.40
H: 1.23 -5.29 -1.73
H: 1.26 -4.35 -0.24
C: -1.31 3.37 4.59
N: -0.64 2.27 3.93
C: -0.50 1.07 4.60
O: -0.82 0.83 5.74
C: 0.08 0.09 3.61
C: -0.89 -1.07 3.38
C: -2.24 -0.58 2.95
C: -3.15 -0.12 3.89
C: -4.36 0.42 3.51
C: -4.68 0.51 2.17
C: -3.79 0.04 1.22
C: -2.58 -0.49 1.60
N: 0.33 0.84 2.35
C: 0.74 0.20 1.22
C: 0.69 0.76 -0.04
C: 1.45 0.30 -1.10
C: 1.63 1.02 -2.32
C: 2.74 0.75 -3.14
C: 3.07 1.59 -4.18
C: 2.28 2.69 -4.46
C: 1.14 2.93 -3.71
C: 0.81 2.11 -2.66
C: -0.02 2.28 2.57
C: 1.21 3.24 2.52
C: 2.14 2.86 3.68
C: 0.76 4.70 2.67
C: 1.99 3.11 1.19
H: -2.15 2.98 5.18
H: -0.63 3.86 5.28
H: -1.70 4.08 3.87
H: 1.05 -0.27 3.99
H: -0.48 -1.76 2.64
H: -1.00 -1.65 4.30
H: -2.88 -0.15 4.94
H: -5.05 0.79 4.26
H: -5.62 0.94 1.87
H: -4.05 0.11 0.17
H: -1.88 -0.83 0.86
H: 1.21 -0.76 1.34
H: 0.12 1.66 -0.16
H: 2.06 -0.56 -0.93
H: 3.38 -0.09 -2.91
H: 3.96 1.41 -4.75
H: 2.57 3.38 -5.24
H: 0.52 3.79 -3.93
H: -0.08 2.31 -2.09
H: -0.77 2.58 1.83
H: 2.48 1.83 3.58
H: 3.01 3.51 3.73
H: 1.60 2.93 4.63
H: 0.03 4.96 1.91
H: 0.32 4.89 3.64
H: 1.60 5.38 2.57
H: 1.36 3.40 0.35
H: 2.86 3.76 1.19
H: 2.34 2.10 1.03

Atomic partial charges in e from the Mulliken method, atoms 1 to 6:
1. C -1.787
2. C 0.541
3. C -1.637
4. P 0.412
5. C 0.263
6. C -1.742

=====

Entry 2:
Formula: C33H50N4O11P3
Source: OMol25
Level of theory: ωB97M-V with the def2-TZVPD basis set

Calculated values
E_HOMO: -4.878 eV
Strongest force on any atom: 0.05050 hartree/bohr
Energy relative to the best compared isomer or geometry (same formula, charge and spin): 0.0 kJ/mol
Gap between HOMO and LUMO: 5.27 eV
Net charge: -1

Geometry (Å):
C: -1.51 5.08 1.09
C: -2.75 4.41 0.46
C: -3.36 3.30 1.33
C: -4.81 2.95 0.92
P: -2.28 1.71 1.50
C: -2.44 1.29 -0.37
C: -1.10 0.93 -1.05
C: -0.98 1.39 -2.51
C: -1.34 0.29 -3.53
C: -0.15 -0.61 -3.91
C: 0.26 -0.51 -5.40
C: 1.77 -0.25 -5.59
C: 2.04 0.16 -7.04
C: 3.51 0.42 -7.34
O: 3.71 0.27 -8.75
C: 5.02 0.64 -9.11
N: -1.32 0.07 1.66
C: -0.20 0.16 2.09
O: 0.92 0.35 2.42
P: -2.16 2.05 3.81
P: -2.85 0.34 4.91
O: -2.21 0.35 6.25
O: -4.46 0.49 5.09
O: -2.58 -1.10 4.22
H: -0.62 4.47 0.99
H: -1.32 6.04 0.60
H: -1.71 5.22 2.16
H: -2.57 4.12 -0.57
H: -3.51 5.21 0.42
H: -3.44 3.73 2.33
H: -5.41 2.89 1.83
H: -5.26 3.76 0.33
H: -4.89 1.98 0.44
H: -1.04 2.42 1.30
H: -3.49 0.94 1.74
H: -2.97 2.06 -0.93
H: -3.06 0.39 -0.41
H: -0.91 -0.15 -1.00
H: -0.27 1.38 -0.48
H: 0.06 1.67 -2.72
H: -1.59 2.29 -2.67
H: -1.70 0.80 -4.43
H: -2.16 -0.34 -3.18
H: -0.43 -1.65 -3.73
H: 0.73 -0.41 -3.29
H: -0.24 0.34 -5.88
H: -0.04 -1.40 -5.95
H: 2.31 -1.18 -5.35
H: 2.08 0.53 -4.90
H: 1.70 -0.66 -7.68
H: 1.46 1.06 -7.27
H: 4.17 -0.28 -6.82
H: 3.75 1.45 -7.07
H: 5.36 1.53 -8.57
H: 5.74 -0.17 -8.89
H: 5.05 0.85 -10.18
H: -0.81 2.15 4.24
H: -4.71 1.42 5.00
H: -3.08 -1.79 4.66
C: -0.46 -1.82 7.45
C: -0.52 -2.70 8.53
C: 0.51 -3.60 8.74
C: 1.59 -3.61 7.87
C: 1.66 -2.75 6.79
C: 0.62 -1.85 6.58
N: 2.69 -4.56 8.11
O: 2.59 -5.32 9.06
O: 3.64 -4.52 7.36
H: -1.26 -1.10 7.28
H: -1.36 -2.68 9.20
H: 0.47 -4.29 9.58
H: 2.50 -2.77 6.12
H: 0.66 -1.17 5.75
C: 11.64 -0.54 -9.52
C: 10.45 -1.05 -10.04
C: 9.34 -1.19 -9.22
C: 9.44 -0.81 -7.89
C: 10.61 -0.30 -7.36
C: 11.71 -0.17 -8.18
N: 8.25 -0.93 -7.03
O: 7.24 -1.40 -7.52
O: 8.35 -0.56 -5.88
H: 12.50 -0.42 -10.16
H: 10.39 -1.33 -11.08
H: 8.42 -1.58 -9.62
H: 10.66 -0.02 -6.32
H: 12.64 0.23 -7.78
C: -6.56 -0.69 8.16
C: -7.68 -0.92 8.95
C: -8.78 -1.56 8.41
C: -8.75 -1.97 7.09
C: -7.64 -1.74 6.29
C: -6.54 -1.10 6.83
N: -9.91 -2.67 6.53
O: -10.87 -2.84 7.25
O: -9.84 -3.05 5.38
H: -5.69 -0.19 8.58
H: -7.69 -0.60 9.98
H: -9.66 -1.74 9.02
H: -7.63 -2.06 5.26
H: -5.66 -0.91 6.22

Atomic partial charges in e from the Mulliken method, atoms 1 to 6:
1. C -1.280
2. C -0.617
3. C -0.107
4. C -1.538
5. P 1.130
6. C -1.644

=====

Entry 3:
Formula: C33H50N5OReS
Source: OMol25
Level of theory: ωB97M-V with the def2-TZVPD basis set

Calculated values
E_HOMO (alpha / beta): -16.836 / -16.711 eV
Strongest force on any atom: 0.06675 hartree/bohr
Energy relative to the best compared isomer or geometry (same formula, charge and spin): 117.6 kJ/mol
Spin multiplicity: 2
Gap between HOMO and LUMO (alpha / beta): 7.05 / 7.36 eV
Net charge: +3

Geometry (Å):
Re: -0.99 -0.11 0.19
C: -1.93 -2.07 -0.10
C: -0.69 -2.65 0.33
C: 0.27 -2.27 -0.67
C: -0.44 -1.48 -1.62
C: -1.82 -1.45 -1.38
C: -2.90 -1.10 -2.41
C: -4.31 -1.29 -1.86
C: -2.72 0.35 -2.88
C: -2.69 -2.04 -3.61
C: 1.75 -2.59 -0.85
C: 2.30 -1.90 -2.10
C: 2.56 -2.09 0.36
C: 1.94 -4.10 -1.08
C: -0.67 -3.34 1.70
C: 0.37 -4.45 1.90
C: -0.40 -2.24 2.76
C: -2.05 -3.96 1.99
H: -2.88 -2.32 0.36
H: 0.02 -1.04 -2.50
H: -4.62 -0.46 -1.21
H: -4.43 -2.24 -1.33
H: -5.02 -1.31 -2.69
H: -2.80 1.05 -2.04
H: -3.50 0.61 -3.60
H: -1.76 0.50 -3.38
H: -2.75 -3.09 -3.31
H: -1.73 -1.87 -4.10
H: -3.48 -1.87 -4.35
H: 2.20 -0.81 -2.05
H: 1.81 -2.26 -3.01
H: 3.36 -2.13 -2.19
H: 2.39 -1.03 0.53
H: 3.62 -2.23 0.16
H: 2.33 -2.63 1.28
H: 1.42 -4.42 -1.98
H: 1.59 -4.72 -0.26
H: 3.00 -4.29 -1.22
H: 1.40 -4.13 1.77
H: 0.18 -5.30 1.23
H: 0.27 -4.82 2.92
H: 0.60 -1.83 2.67
H: -0.51 -2.68 3.75
H: -1.13 -1.43 2.66
H: -2.44 -4.51 1.12
H: -2.79 -3.21 2.30
H: -1.96 -4.67 2.80
C: -1.54 3.82 4.23
N: -0.84 3.03 3.20
C: 0.60 3.33 3.07
C: -1.35 2.04 2.49
N: -0.63 1.25 1.71
N: -2.70 1.81 2.58
C: -3.43 0.91 1.87
N: -4.73 0.83 2.19
N: -2.91 0.17 0.92
H: -1.40 4.88 4.02
H: -1.12 3.60 5.21
H: -2.61 3.64 4.28
H: 0.79 4.28 3.55
H: 0.88 3.41 2.02
H: 1.21 2.57 3.57
H: 0.36 1.42 1.84
H: -3.21 2.36 3.25
H: -5.15 1.43 2.88
H: -5.34 0.19 1.72
H: -3.63 -0.38 0.46
O: 0.84 0.56 -0.52
S: 1.87 1.61 0.03
C: 3.40 1.27 -0.71
C: 3.59 1.41 -2.08
C: 4.86 1.19 -2.59
C: 5.91 0.86 -1.73
C: 5.71 0.73 -0.37
C: 4.44 0.93 0.16
C: 1.39 3.13 -0.75
C: 0.25 3.18 -1.54
C: -0.10 4.41 -2.10
C: 0.66 5.54 -1.85
C: 1.79 5.46 -1.04
C: 2.17 4.25 -0.48
H: 2.78 1.70 -2.74
H: 5.03 1.29 -3.65
H: 6.90 0.72 -2.14
H: 6.53 0.48 0.29
H: 4.26 0.83 1.23
H: -0.33 2.29 -1.75
H: -0.98 4.48 -2.74
H: 0.39 6.49 -2.29
H: 2.39 6.34 -0.85
H: 3.06 4.17 0.14

Atomic partial charges in e from the Mulliken method, atoms 1 to 6:
1. Re 1.150
2. C -1.299
3. C -0.491
4. C 0.518
5. C -1.041
6. C 0.420